Here is a 4-piece molecular cluster, C26H58N2O6 overall in a non-equilibrium geometry from the OMol25 dataset. Energies are from wB97M-V/def2-TZVPD.

```
92
Properties=species:S:1:pos:R:3:lowdin_charge:R:1
C -0.876 -3.108 -2.353 -0.1156
O -0.829 -1.786 -1.896 -0.2137
C -0.594 -1.683 -0.495 -0.1953
C -0.528 -0.224 -0.070 -0.1883
O 0.732 0.369 -0.277 -0.1953
C 1.111 0.546 -1.621 -0.1095
H -1.807 -3.582 -2.002 0.0863
H -0.075 -3.719 -1.912 0.0849
H -0.827 -3.171 -3.436 0.0888
H 0.336 -2.211 -0.284 0.1005
H -1.438 -2.161 0.012 0.1286
H -0.639 -0.250 1.013 0.1255
H -1.318 0.354 -0.555 0.1225
H 0.260 0.636 -2.304 0.0860
H 1.709 -0.330 -1.900 0.0865
H 1.714 1.430 -1.846 0.0803
C 4.852 2.130 2.954 -0.1336
O 5.413 3.300 2.420 -0.1820
C 4.435 4.325 2.187 -0.1681
C 3.315 3.919 1.232 -0.2134
O 2.080 4.559 1.525 -0.1780
C 1.155 4.324 0.479 -0.1100
H 4.274 2.275 3.875 0.1002
H 5.706 1.526 3.295 0.0867
H 4.411 1.493 2.184 0.0682
H 4.960 5.197 1.809 0.1233
H 4.012 4.535 3.175 0.1237
H 3.121 2.844 1.300 0.1081
H 3.584 4.076 0.181 0.1259
H 1.258 3.385 -0.074 0.0706
H 1.380 5.042 -0.325 0.0879
H 0.165 4.503 0.877 0.0879
C -6.029 -0.394 -3.613 -0.0161
C -4.858 0.080 -2.687 -0.5063
C -3.649 0.492 -3.515 -0.1491
C -3.841 1.808 -4.237 -0.1686
C -4.036 2.905 -3.167 -0.1242
C -5.224 2.628 -2.226 -0.5109
N -5.338 1.210 -1.889 -0.1346
O -6.343 0.875 -0.997 -0.0077
C -4.933 3.408 -0.935 -0.0426
C -6.544 3.153 -2.841 -0.0222
C -4.487 -1.082 -1.778 -0.0328
H -6.563 0.475 -3.989 0.0669
H -6.701 -1.070 -3.087 0.0759
H -5.565 -0.941 -4.437 0.0832
H -2.734 0.456 -2.915 0.1101
H -3.437 -0.292 -4.252 0.1208
H -4.750 1.779 -4.850 0.1052
H -3.060 2.001 -4.973 0.1116
H -4.309 3.808 -3.721 0.1153
H -3.077 3.063 -2.678 0.1163
H -4.075 3.083 -0.342 0.0832
H -4.897 4.479 -1.130 0.0842
H -5.728 3.181 -0.213 0.0780
H -6.653 2.724 -3.838 0.0715
H -7.367 2.893 -2.181 0.0779
H -6.435 4.228 -2.991 0.0833
H -5.379 -1.463 -1.278 0.0773
H -3.699 -0.824 -1.073 0.0785
H -4.194 -1.972 -2.345 0.0880
H -7.191 0.806 -1.473 0.1016
C 1.897 -1.258 3.308 -0.0237
C 2.794 -2.473 3.537 -0.4945
C 2.064 -3.777 3.236 -0.1395
C 1.920 -4.019 1.735 -0.1644
C 3.321 -4.025 1.079 -0.1325
C 4.161 -2.798 1.429 -0.4789
N 4.131 -2.430 2.869 -0.1264
O 4.848 -1.272 3.103 -0.0235
C 5.628 -3.122 1.149 -0.0557
C 3.734 -1.544 0.580 -0.0092
C 3.152 -2.494 5.043 -0.0447
H 2.261 -0.330 3.748 0.0827
H 0.894 -1.362 3.737 0.0891
H 1.715 -1.134 2.237 0.0625
H 2.377 -4.697 3.732 0.1236
H 1.044 -3.644 3.616 0.1165
H 1.293 -3.246 1.303 0.0802
H 1.608 -5.028 1.454 0.1129
H 3.085 -4.007 0.010 0.1186
H 3.862 -4.951 1.272 0.1187
H 6.339 -2.296 1.096 0.0791
H 6.010 -3.815 1.900 0.0852
H 5.724 -3.605 0.170 0.0850
H 4.487 -1.409 -0.200 0.0809
H 2.763 -1.648 0.092 0.0554
H 3.710 -0.610 1.139 0.0625
H 3.611 -1.547 5.325 0.0738
H 3.911 -3.252 5.265 0.0849
H 2.300 -2.816 5.644 0.0857
H 5.398 -1.433 3.879 0.1121
```

As for the total energy: -43161.8182 eV. The SMILES is CC1(C)CCCC(C)(C)N1O.CC1(C)CCCC(C)(C)N1O.COCCOC.COCCOC. For the lowest unoccupied orbital energy, the calculation gives 0.61 eV. The multiplicity is 1. The calculation puts the energy relative to the best compared isomer or geometry (same formula, charge and spin) at 24.6 kcal/mol. For the frontier orbital gap, the calculation gives 8.5 eV. The calculation puts the highest occupied orbital energy at -7.91 eV.